(1)
A cluster of 2 separate species, C8H13N2O in total at a distorted geometry. Source: the Open Molecules 2025 dataset; level of theory: ωB97M-V/def2-TZVPD.

Geometry as XYZ:
```
24
Properties=species:S:1:pos:R:3
C -3.31 0.88 0.82
C -2.88 1.33 -0.40
C -2.98 -0.48 1.20
C -1.91 -0.82 -0.83
C -2.10 0.49 -1.18
C 1.49 0.97 -0.25
C 3.98 -0.32 -0.01
C 1.55 -0.50 0.01
N -2.31 -1.23 0.36
N 2.78 -1.08 0.31
O 0.51 -1.11 0.16
H -3.65 1.57 1.65
H -2.96 2.51 -0.48
H -3.21 -0.85 2.27
H -1.23 -1.48 -1.44
H 1.98 1.52 0.61
H 0.42 1.19 -0.34
H 1.89 1.23 -1.19
H 3.80 0.21 -0.96
H 4.20 0.47 0.69
H 4.79 -1.07 -0.05
H 3.02 -2.05 0.50
H -1.86 0.77 -2.12
H -2.00 -2.15 0.67
```

Calculated values
Charge: +1
LUMO energy, hartree: -0.1491
Maximum force, eV Å⁻¹: 3.611
Kohn-Sham gap, eV: 8.6
Relative energy (zero: lowest compared OMol25 entry of this formula, charge and spin), eV: 0.6822

(2)
A structure of composition C4H10AgNOPSi at a distorted geometry. Source: the Open Molecules 2025 dataset; level of theory: ωB97M-V/def2-TZVPD.

Geometry as XYZ:
```
19
Properties=species:S:1:pos:R:3
C -1.06 -1.68 -1.07
C -1.34 -0.83 0.12
Si -0.02 0.07 1.21
C 0.78 1.43 0.03
C -0.50 1.91 -0.94
N -0.48 1.82 -2.32
P 1.46 -1.26 2.13
O 1.84 -0.60 3.55
H -1.96 -2.27 -1.54
H 0.01 -1.75 -1.59
H -2.47 -0.64 0.41
H -0.73 0.80 2.27
H 1.20 2.34 0.66
H 1.61 0.88 -0.59
H -1.43 2.34 -0.33
H 0.46 1.42 -2.55
H 0.92 -2.60 2.39
H 2.70 -1.40 1.41
Ag -1.00 0.01 -3.24
```

Calculated values
Charge: +2
LUMO energy (spin up / spin down), hartree: -0.3246 / -0.4284
Multiplicity: 2
Maximum force, eV Å⁻¹: 5.877
Kohn-Sham gap (spin up / spin down), eV: 8.8 / 5.9

(3)
A cluster of 7 separate species, C10H36N2O7 in total at a distorted geometry. Source: the Open Molecules 2025 dataset; level of theory: ωB97M-V/def2-TZVPD.

Geometry as XYZ:
```
55
Properties=species:S:1:pos:R:3
C -14.94 22.21 -4.20
C -15.47 21.36 -5.44
C -15.87 22.27 -6.65
O -16.42 21.51 -7.76
C -16.87 22.35 -8.90
N -14.35 20.54 -5.93
H -15.82 22.71 -3.79
H -14.15 22.93 -4.40
H -14.66 21.45 -3.47
H -16.30 20.77 -5.05
H -15.05 22.94 -6.90
H -16.69 22.92 -6.35
H -16.08 23.05 -9.19
H -17.78 22.87 -8.60
H -17.12 21.73 -9.76
H -14.69 20.05 -6.75
H -13.71 21.19 -6.35
C -20.57 21.25 -9.23
C -20.36 20.57 -7.94
C -20.09 19.00 -8.07
O -20.13 18.48 -6.71
C -19.55 17.19 -6.48
N -19.31 21.29 -7.15
H -21.64 21.23 -9.43
H -20.09 20.79 -10.10
H -20.30 22.31 -9.27
H -21.32 20.74 -7.43
H -19.10 18.87 -8.51
H -20.78 18.53 -8.77
H -20.02 16.33 -6.95
H -19.57 17.02 -5.40
H -18.49 17.19 -6.75
H -19.29 20.75 -6.29
H -18.37 21.18 -7.50
O -22.20 22.31 -4.98
H -23.06 21.96 -4.78
H -21.59 21.67 -4.62
O -20.61 23.76 -6.54
H -21.29 23.40 -5.97
H -20.24 22.99 -6.98
O -18.25 25.76 -8.22
H -18.79 25.11 -7.79
H -17.42 25.74 -7.73
C -22.91 25.64 -4.43
O -23.25 26.26 -3.24
H -21.97 25.13 -4.20
H -23.52 24.84 -4.84
H -22.79 26.45 -5.15
H -22.89 25.69 -2.55
C -19.35 26.27 -4.36
O -18.82 25.04 -4.80
H -20.14 26.01 -3.65
H -18.58 26.78 -3.79
H -19.72 26.92 -5.16
H -19.55 24.73 -5.33
```

Calculated values
LUMO energy, hartree: 0.0058
Maximum force, eV Å⁻¹: 2.586
SMILES string: COC[C@H](C)N.COC[C@H](C)N.CO.CO.O.O.O
Kohn-Sham gap, eV: 9.5
Relative energy (zero: lowest compared OMol25 entry of this formula, charge and spin), eV: 1.7767

(4)
A structure of composition C5H6O at a distorted geometry. Source: the Open Molecules 2025 dataset; level of theory: ωB97M-V/def2-TZVPD.

Geometry as XYZ:
```
12
Properties=species:S:1:pos:R:3
C -0.46 0.00 -1.39
C -1.06 0.43 -0.12
C -0.41 -0.90 -0.16
C 0.75 -0.57 0.76
O 1.59 0.47 0.22
C 0.48 0.83 0.95
H 0.45 0.50 -1.70
H -1.07 -0.38 -2.21
H -1.19 1.27 0.52
H -0.87 -1.88 -0.16
H 1.22 -1.26 1.44
H 0.58 1.50 1.82
```

Calculated values
LUMO energy, hartree: 0.0438
Maximum force, eV Å⁻¹: 2.439
Kohn-Sham gap, eV: 9.6
Relative energy (zero: lowest compared OMol25 entry of this formula, charge and spin), eV: 5.8227

(5)
A structure of composition C4H9NO at a distorted geometry. Source: the Open Molecules 2025 dataset; level of theory: ωB97M-V/def2-TZVPD.

Geometry as XYZ:
```
15
Properties=species:S:1:pos:R:3
C -0.93 -0.09 1.97
N -0.36 0.18 0.64
C -0.23 1.56 0.31
C 0.63 -0.87 0.25
C 0.80 -0.96 -1.19
O 0.21 -0.13 -2.16
H -1.11 0.92 2.36
H -1.92 -0.56 1.92
H -0.32 -0.87 2.44
H 0.63 2.01 0.85
H -1.06 2.22 0.62
H -0.07 1.69 -0.76
H 1.51 -0.45 0.79
H 1.65 -1.55 -1.56
H -0.37 -1.06 -1.75
```

Calculated values
Charge: -1
LUMO energy (spin up / spin down), hartree: 0.1622 / 0.1585
Multiplicity: 2
Maximum force, eV Å⁻¹: 3.019
Kohn-Sham gap (spin up / spin down), eV: 5.0 / 6.7
Relative energy (zero: lowest compared OMol25 entry of this formula, charge and spin), eV: 3.8685

(6)
A cluster of 4 separate species, C23H36O10 in total at a distorted geometry. Source: the Open Molecules 2025 dataset; level of theory: ωB97M-V/def2-TZVPD.

Geometry as XYZ:
```
69
Properties=species:S:1:pos:R:3
C 2.89 -1.05 0.39
C 3.57 -0.86 -0.84
C 4.04 0.51 -1.47
O 5.18 0.53 -2.02
O 3.31 1.72 -1.45
C 1.97 1.56 -2.00
C 0.93 1.23 -0.81
C -0.29 2.27 -0.91
C -1.31 2.07 0.32
C -2.26 0.80 0.09
C -3.39 1.20 -1.00
C -4.34 -0.06 -1.25
O -4.11 -0.80 -2.24
O -5.42 -0.38 -0.36
C -6.69 0.04 -0.98
H 3.27 -0.59 1.36
H 1.96 -1.71 0.47
H 3.85 -1.81 -1.43
H 1.90 0.83 -2.87
H 1.66 2.59 -2.42
H 0.60 0.14 -0.80
H 1.43 1.41 0.21
H 0.14 3.34 -0.85
H -0.81 2.10 -1.92
H -0.69 2.00 1.28
H -1.98 2.99 0.36
H -2.85 0.60 1.06
H -1.67 -0.12 -0.23
H -2.94 1.61 -1.95
H -3.98 2.06 -0.51
H -7.52 -0.43 -0.36
H -6.72 -0.36 -2.06
H -6.78 1.19 -0.97
O 2.17 6.65 -2.20
C 3.12 5.94 -2.39
O 3.23 4.67 -1.92
C 4.53 4.15 -2.23
C 5.02 4.98 -3.40
C 4.37 6.33 -3.13
H 5.16 4.26 -1.35
H 4.45 3.10 -2.49
H 6.10 5.02 -3.47
H 4.63 4.57 -4.34
H 4.99 6.95 -2.48
H 4.14 6.85 -4.06
O -2.40 -2.91 4.01
C -3.01 -2.95 2.98
O -2.89 -2.02 1.99
C -3.83 -2.30 0.95
C -4.17 -3.77 1.10
C -4.05 -3.97 2.60
H -4.71 -1.66 1.08
H -3.39 -2.09 -0.02
H -5.15 -4.03 0.70
H -3.42 -4.38 0.59
H -4.98 -3.75 3.12
H -3.70 -4.98 2.84
O 2.81 -3.99 0.76
C 2.40 -3.95 1.89
O 2.74 -3.00 2.80
C 2.15 -3.32 4.06
C 0.98 -4.23 3.74
C 1.47 -4.97 2.51
H 2.90 -3.82 4.68
H 1.83 -2.41 4.56
H 0.71 -4.89 4.57
H 0.10 -3.63 3.49
H 2.05 -5.86 2.77
H 0.65 -5.21 1.84
```

Calculated values
LUMO energy, hartree: -0.0041
Maximum force, eV Å⁻¹: 4.669
SMILES string: C=CC(=O)OCCCCCCC(=O)OC.O=C1CCCO1.O=C1CCCO1.O=C1CCCO1
Kohn-Sham gap, eV: 8.4

(7)
A structure of composition C30H30PReS2. Source: the Open Molecules 2025 dataset; level of theory: ωB97M-V/def2-TZVPD.

Geometry as XYZ:
```
64
Properties=species:S:1:pos:R:3
Re 0.27 0.18 -0.55
C 0.69 -1.41 1.06
C -0.14 -1.99 0.05
C 0.62 -2.04 -1.17
C 1.89 -1.46 -0.92
C 1.93 -1.04 0.45
C 3.10 -0.43 1.14
C 3.01 -1.35 -1.91
C 0.15 -2.67 -2.44
C -1.51 -2.56 0.25
C 0.33 -1.23 2.50
H 2.79 0.16 2.00
H 3.67 0.22 0.48
H 3.78 -1.21 1.50
H 3.57 -2.29 -1.94
H 3.71 -0.56 -1.63
H 2.65 -1.14 -2.91
H 0.15 -3.75 -2.33
H 0.80 -2.41 -3.27
H -0.86 -2.36 -2.70
H -1.44 -3.61 0.55
H -2.09 -2.52 -0.67
H -2.05 -2.03 1.03
H 0.64 -2.11 3.07
H -0.75 -1.11 2.63
H 0.81 -0.36 2.93
C -0.79 1.33 0.70
C -1.47 2.05 1.42
C -2.26 2.88 2.26
C -3.46 3.41 1.78
C -4.23 4.23 2.58
C -3.81 4.53 3.87
C -2.62 4.01 4.36
C -1.85 3.19 3.56
H -3.78 3.17 0.77
H -5.16 4.64 2.21
H -4.42 5.17 4.50
H -2.30 4.24 5.36
H -0.92 2.78 3.93
S 1.71 1.94 -1.45
P 0.07 2.37 -2.58
S -1.06 0.66 -2.53
C 0.52 2.78 -4.27
C 0.83 4.10 -4.59
C 1.24 4.41 -5.87
C 1.34 3.41 -6.83
C 1.02 2.10 -6.51
C 0.62 1.78 -5.23
C -0.84 3.76 -1.90
C -1.99 4.17 -2.57
C -2.73 5.23 -2.07
C -2.31 5.88 -0.91
C -1.16 5.47 -0.25
C -0.42 4.41 -0.75
H 0.75 4.88 -3.84
H 1.49 5.44 -6.12
H 1.65 3.66 -7.84
H 1.09 1.33 -7.27
H 0.37 0.76 -4.97
H -2.31 3.67 -3.48
H -3.62 5.56 -2.58
H -2.89 6.71 -0.52
H -0.85 5.97 0.65
H 0.47 4.07 -0.23
```

Calculated values
Charge: +1
LUMO energy (spin up / spin down), hartree: -0.0875 / -0.1507
Multiplicity: 4
Maximum force, eV Å⁻¹: 0.256
Kohn-Sham gap (spin up / spin down), eV: 8.0 / 6.9

(8)
A cluster of 2 separate species, C2H8N2O2 in total at a distorted geometry. Source: the Open Molecules 2025 dataset; level of theory: ωB97M-V/def2-TZVPD.

Geometry as XYZ:
```
14
Properties=species:S:1:pos:R:3
C -0.67 0.32 -1.33
N 0.76 0.21 -1.30
C 1.44 -0.51 -0.33
N 2.82 -0.28 -0.29
O 0.89 -1.17 0.52
H -1.15 -0.58 -1.76
H -0.99 0.47 -0.30
H -0.98 1.09 -2.03
H 1.37 0.43 -2.07
H 3.20 -0.50 0.62
H 3.34 -0.41 -1.14
H -3.65 0.72 2.57
H -2.72 0.00 3.50
O -3.66 0.21 3.36
```

Calculated values
LUMO energy, hartree: 0.0245
Maximum force, eV Å⁻¹: 1.600
SMILES string: CNC(N)=O.O
Kohn-Sham gap, eV: 10.1
Relative energy (zero: lowest compared OMol25 entry of this formula, charge and spin), eV: 0.6514

(9)
A structure of composition C14H31PPdS4 at a distorted geometry. Source: the Open Molecules 2025 dataset; level of theory: ωB97M-V/def2-TZVPD.

Geometry as XYZ:
```
51
Properties=species:S:1:pos:R:3
Pd -0.02 -0.41 0.55
C -2.88 -0.92 2.32
C -2.65 0.57 2.50
S -1.83 1.24 1.04
C -0.87 2.60 1.71
C 0.14 3.05 0.66
S 1.16 1.74 -0.07
C 2.57 1.66 1.07
C 2.34 1.09 2.47
S 1.75 -0.62 2.42
C 0.46 -0.63 3.70
C -0.46 -1.83 3.50
S -1.41 -1.91 1.95
H -3.56 -1.12 1.49
H -3.33 -1.34 3.22
H -2.06 0.80 3.38
H -3.62 1.07 2.60
H -0.39 2.27 2.63
H -1.54 3.42 1.95
H 0.81 3.79 1.08
H -0.36 3.50 -0.19
H 2.97 2.68 1.14
H 3.32 1.07 0.52
H 1.64 1.69 3.04
H 3.29 1.09 3.00
H -0.09 0.30 3.62
H 0.93 -0.68 4.68
H -1.18 -1.88 4.32
H 0.11 -2.77 3.53
C 1.71 -4.93 -0.20
C 1.23 -3.68 0.55
P 0.84 -2.30 -0.57
C -0.52 -2.88 -1.64
C -1.38 -1.79 -2.28
C 2.30 -2.07 -1.62
C 2.41 -0.71 -2.33
H 1.92 -5.72 0.52
H 2.62 -4.75 -0.76
H 0.95 -5.31 -0.88
H 2.00 -3.32 1.24
H 0.33 -3.89 1.13
H -1.14 -3.53 -1.01
H -0.07 -3.51 -2.41
H -1.69 -1.04 -1.56
H -2.28 -2.22 -2.72
H -0.84 -1.28 -3.08
H 2.26 -2.87 -2.36
H 3.18 -2.24 -0.99
H 1.56 -0.52 -2.98
H 3.31 -0.69 -2.94
H 2.48 0.10 -1.61
```

Calculated values
Charge: +2
LUMO energy (spin up / spin down), hartree: -0.2916 / -0.2915
Maximum force, eV Å⁻¹: 1.689
Kohn-Sham gap (spin up / spin down), eV: 6.3 / 6.3
Relative energy (zero: lowest compared OMol25 entry of this formula, charge and spin), eV: 0.0000

(10)
A cluster of 2 separate species, C5H5N2O3 in total at a distorted geometry. Source: the Open Molecules 2025 dataset; level of theory: ωB97M-V/def2-TZVPD.

Geometry as XYZ:
```
15
Properties=species:S:1:pos:R:3
C 0.56 1.32 -2.44
C -0.17 0.85 -1.44
C 1.89 1.00 -0.79
C -2.27 -2.06 2.62
C 0.27 0.33 1.01
N 1.88 1.40 -2.07
N 0.66 0.64 -0.34
O -1.50 -2.77 3.06
O -3.23 -1.45 2.44
O -0.79 -0.64 1.05
H 0.27 1.74 -3.34
H -1.14 0.44 -1.61
H 2.77 0.77 -0.27
H 1.20 -0.15 1.43
H -0.42 -1.42 0.68
```

Calculated values
Charge: -1
LUMO energy, hartree: 0.1163
Maximum force, eV Å⁻¹: 3.208
Kohn-Sham gap, eV: 4.9
Relative energy (zero: lowest compared OMol25 entry of this formula, charge and spin), eV: 2.4019

(11)
A structure of composition C15H26N6O7Sr at a distorted geometry. Source: the Open Molecules 2025 dataset; level of theory: ωB97M-V/def2-TZVPD.

Geometry as XYZ:
```
55
Properties=species:S:1:pos:R:3
O -0.44 -0.50 -4.25
H -0.35 -0.33 -5.20
Sr -0.07 0.09 -1.95
N -0.48 2.17 -0.16
N 1.14 2.32 -2.05
N -1.51 -0.97 0.07
N -1.18 -2.20 -2.14
O -1.39 2.09 0.77
O -1.47 -0.41 1.31
O -1.20 -2.72 -3.41
O 2.10 1.69 -2.62
C 1.47 3.14 -1.00
C 0.51 3.10 0.05
C -1.95 -2.24 0.07
C -1.77 -2.93 -1.19
C 0.69 3.85 1.32
H 1.24 3.25 2.07
H -0.30 4.10 1.73
H 1.25 4.78 1.14
C 2.75 3.87 -0.94
H 3.18 3.95 -1.95
H 3.48 3.34 -0.30
H 2.61 4.87 -0.53
C -2.51 -2.93 1.26
C -2.23 -4.33 -1.38
H -2.79 -2.20 2.02
H -1.78 -3.63 1.69
H -3.40 -3.52 0.98
H -1.85 -4.73 -2.32
H -3.33 -4.39 -1.39
H -1.88 -4.97 -0.55
H -1.44 0.60 1.10
H -0.91 -1.87 -3.94
C -1.70 0.86 -3.43
H -1.10 1.76 -3.23
H -2.30 0.37 -2.66
H -2.25 0.95 -4.36
O -3.91 2.87 -0.36
H -4.60 2.26 -0.05
H -3.09 2.56 0.09
N 2.75 0.05 4.74
C 2.29 0.50 3.54
O 2.05 1.70 3.36
C 2.12 -0.52 2.46
C 2.53 -1.86 2.54
C 2.33 -2.70 1.44
C 1.76 -2.16 0.28
N 1.40 -0.88 0.19
C 1.52 -0.09 1.26
H 2.83 0.72 5.48
H 2.84 -0.93 4.96
H 3.01 -2.24 3.45
H 2.61 -3.75 1.45
H 1.58 -2.78 -0.60
H 1.13 0.93 1.16
```

Calculated values
LUMO energy (spin up / spin down), hartree: -0.0140 / -0.0439
Maximum force, eV Å⁻¹: 3.619
Kohn-Sham gap (spin up / spin down), eV: 7.6 / 4.6
Relative energy (zero: lowest compared OMol25 entry of this formula, charge and spin), eV: 1.3479

(12)
A cluster of 2 separate species, C4H8O3 in total. Source: the Open Molecules 2025 dataset; level of theory: ωB97M-V/def2-TZVPD.

Geometry as XYZ:
```
15
Properties=species:S:1:pos:R:3
C -0.01 -1.53 1.13
C 0.85 -0.49 0.06
O 0.84 -0.91 -1.16
C -0.01 0.62 0.45
O 0.83 1.68 -1.54
C -1.34 0.79 -0.20
O -2.10 1.70 0.08
H 0.60 -2.43 0.98
H -0.01 -1.23 2.18
H -1.02 -1.71 0.75
H 1.83 -0.46 0.60
H 0.88 0.70 -1.74
H 0.20 1.24 1.32
H 0.03 2.01 -1.97
H -1.57 0.01 -0.94
```

Calculated values
LUMO energy (spin up / spin down), hartree: -0.0711 / -0.0710
Maximum force, eV Å⁻¹: 0.864
Kohn-Sham gap (spin up / spin down), eV: 7.3 / 7.3
Relative energy (zero: lowest compared OMol25 entry of this formula, charge and spin), eV: 4.8986

(13)
The ion C8H11O with charge +1 at a distorted geometry. Source: the Open Molecules 2025 dataset; level of theory: ωB97M-V/def2-TZVPD.

Geometry as XYZ:
```
20
Properties=species:S:1:pos:R:3
C -2.13 0.26 -0.85
C -0.09 1.48 0.14
C -1.46 0.87 0.41
C -1.30 -0.59 0.90
C 0.11 -0.91 0.51
C -1.82 -1.10 -0.39
C 0.79 0.24 0.19
C 3.11 -0.42 -0.20
O 2.02 0.51 -0.16
H -3.24 0.30 -0.91
H -1.80 0.62 -1.87
H -0.02 1.89 -0.87
H 0.11 2.17 0.89
H -2.02 1.43 1.00
H -1.66 -0.94 1.93
H 0.74 -1.85 0.65
H -1.79 -2.10 -0.96
H 2.98 -1.37 -0.61
H 3.98 0.01 -0.67
H 3.49 -0.50 0.89
```

Calculated values
Charge: +1
LUMO energy, hartree: -0.1992
Maximum force, eV Å⁻¹: 4.345
Kohn-Sham gap, eV: 8.2
Relative energy (zero: lowest compared OMol25 entry of this formula, charge and spin), eV: 0.3972

(14)
The molecule C4H7NO. Source: the Open Molecules 2025 dataset; level of theory: ωB97M-V/def2-TZVPD.

Geometry as XYZ:
```
13
Properties=species:S:1:pos:R:3
O 1.69 -0.60 1.09
N 1.10 0.57 0.53
C -0.02 0.14 -0.34
C -0.32 -1.22 -0.85
C -0.33 0.70 0.96
C -0.72 1.45 -0.26
H 2.63 -0.37 1.00
H -0.07 -1.36 -1.91
H 0.25 -1.94 -0.25
H -0.88 0.26 1.78
H -1.38 -1.43 -0.71
H -1.77 1.43 -0.55
H -0.18 2.37 -0.48
```

Calculated values
LUMO energy, hartree: 0.0409
Maximum force, eV Å⁻¹: 0.435
SMILES string: C[C@@]12C[C@@H]1N2O
Kohn-Sham gap, eV: 9.6
Relative energy (zero: lowest compared OMol25 entry of this formula, charge and spin), eV: 4.7633

(15)
A cluster of 5 separate species, C6H20ClO8 in total at a distorted geometry. Source: the Open Molecules 2025 dataset; level of theory: ωB97M-V/def2-TZVPD.

Geometry as XYZ:
```
35
Properties=species:S:1:pos:R:3
Cl 0.58 -0.95 -1.20
O -0.07 -0.85 -2.47
O 1.02 0.37 -0.81
O -0.30 -1.50 -0.19
O 1.71 -1.85 -1.28
C 2.75 3.29 0.65
C 2.27 2.41 1.80
C 0.77 2.52 1.97
O 2.66 1.05 1.57
H 2.49 4.34 0.85
H 2.29 2.99 -0.30
H 3.83 3.29 0.53
H 2.82 2.74 2.68
H 0.26 2.46 1.01
H 0.52 3.53 2.34
H 0.40 1.79 2.69
H 2.11 0.73 0.83
C 1.00 -5.46 -0.37
O 0.69 -6.47 -1.33
H 1.99 -5.66 0.07
H 1.09 -4.50 -0.88
H 0.21 -5.36 0.38
H 0.45 -7.27 -0.86
C -2.97 0.36 1.68
O -1.92 0.80 0.83
H -3.47 1.21 2.15
H -3.72 -0.20 1.12
H -2.54 -0.22 2.50
H -1.34 0.04 0.66
C -2.83 1.30 -2.59
O -2.31 0.58 -3.69
H -2.30 1.03 -1.67
H -2.76 2.37 -2.79
H -3.86 0.98 -2.44
H -1.52 0.09 -3.44
```

Calculated values
Charge: -1
LUMO energy, hartree: 0.1125
Maximum force, eV Å⁻¹: 1.867
Kohn-Sham gap, eV: 9.9
Relative energy (zero: lowest compared OMol25 entry of this formula, charge and spin), eV: 0.0000